Here is a cluster of 2 separate species, C5H13NO2S in total in a non-equilibrium geometry from the OMol25 dataset. Energies are from ωB97M-V with the def2-TZVPD basis set.

Results
- M: 151.23 g mol⁻¹
- Orbital gap: 9.086 eV
- LUMO energy: 0.535 eV
- ΔE to the lowest compared entry with this formula, charge and spin: 1.890 eV
- Energy: -21814.6282 eV

The geometry in ORCA input format:
```
! RIJCOSX wB97M-V def2-TZVPD def2/J DEFGRID3
* xyz 0 1
C 0.582 1.443 -2.197
C 0.849 -0.041 -2.078
O 1.909 -0.405 -1.554
N -0.173 -0.766 -2.420
C -0.099 -2.236 -2.471
H 1.526 1.961 -2.368
H 0.298 1.817 -1.214
H -0.266 1.598 -2.864
H -1.118 -0.437 -2.553
H -0.815 -2.513 -3.245
H -0.310 -2.680 -1.498
H 0.822 -2.680 -2.849
C 0.431 0.752 4.033
S -0.641 -0.305 2.996
O -2.105 -0.251 3.558
C -0.613 0.330 1.280
H 1.460 0.782 3.676
H 0.185 0.430 5.045
H -0.047 1.731 3.982
H -1.074 1.317 1.242
H -1.219 -0.237 0.574
H 0.417 0.388 0.926
*
```

Results of the Mulliken charge analysis, in e, for atoms 1 through 4: -0.88 0.63 -0.66 -0.17